Entry 1:
DFT (wB97M-V/def2-TZVPD) results for a molecular structure, C12H39O7.

The geometry in XYZ format:
```
58
Properties=species:S:1:pos:R:3
O 0.409 -0.199 -1.024
H -0.203 -0.648 -0.746
H 0.646 0.059 -2.022
H 0.291 0.625 -0.527
C 2.011 1.995 -3.583
O 0.936 1.688 -2.836
H 2.507 2.892 -3.328
H 1.800 1.934 -4.562
H 2.625 1.022 -3.598
H 0.271 2.356 -3.141
C -0.832 -0.811 -4.659
O 0.085 -1.083 -3.581
H -0.505 -1.427 -5.557
H -1.011 0.297 -5.033
H -1.830 -1.375 -4.498
H 0.451 -1.927 -3.698
C 0.171 3.513 -0.355
O 0.134 2.213 0.195
H 0.233 4.122 0.416
H -0.948 3.309 -0.814
H 1.079 3.725 -0.980
H -0.418 2.275 1.039
C 1.515 -2.341 1.722
C 0.522 -1.470 2.476
C 1.223 -0.353 3.333
O -0.264 -0.840 1.530
H 1.813 -1.560 0.883
H 1.210 -3.292 1.201
H 2.341 -2.623 2.564
H 0.124 -2.322 3.069
H 1.751 -0.841 4.242
H 0.354 0.463 3.437
H 2.022 0.082 2.710
H -1.090 -0.991 1.737
C 0.501 3.246 2.043
C 0.412 2.087 2.990
C 1.854 1.540 3.106
O -0.012 2.450 4.232
H -0.345 3.889 1.855
H 0.807 2.909 1.042
H 1.243 3.971 2.191
H -0.073 1.362 2.387
H 2.317 1.004 2.298
H 1.490 0.726 3.920
H 2.349 2.247 3.752
H -0.403 1.826 4.694
C -1.131 -3.373 -1.035
C -2.459 -2.632 -1.221
C -3.579 -3.309 -0.489
O -2.249 -1.305 -0.701
H -1.323 -4.436 -1.476
H -0.836 -3.806 -0.085
H -0.357 -3.064 -1.739
H -2.696 -2.547 -2.263
H -4.450 -2.807 -0.796
H -3.548 -3.316 0.639
H -3.840 -4.256 -0.870
H -3.100 -0.896 -0.505
```

Values from the calculation:
Frontier orbital gap = 7.57 eV
Charge = +1
Energy above the lowest of the compared OMol25 structures with the same formula, charge and spin = 19.224 eV
2S+1 = 1

Atomic partial charges in e from the Löwdin method, atoms 1 to 6:
1 O 0.2830
2 H -0.0699
3 H 0.1853
4 H 0.1002
5 C -0.1642
6 O -0.1375

---

Entry 2:
DFT (wB97M-V/def2-TZVPD) results for 11 unconnected molecules or ions with the total composition C43H105N3O19.

The geometry in XYZ format:
```
170
Properties=species:S:1:pos:R:3
C 4.887 1.931 -2.743
C 5.279 0.669 -1.964
C 6.469 1.072 -1.066
C 4.040 0.405 -1.073
C 3.991 -0.972 -0.436
C 4.278 -2.111 -1.423
C 5.449 -1.836 -2.385
C 6.778 -2.158 -1.683
C 5.276 -2.808 -3.542
N 5.397 -0.458 -2.845
O 6.288 -0.226 -3.917
H 4.031 1.697 -3.383
H 4.646 2.774 -2.100
H 5.673 2.216 -3.446
H 6.223 1.891 -0.394
H 6.921 0.258 -0.499
H 7.302 1.407 -1.702
H 3.900 1.211 -0.355
H 3.195 0.441 -1.769
H 4.664 -1.145 0.414
H 2.990 -1.117 -0.016
H 3.386 -2.215 -2.048
H 4.472 -3.064 -0.933
H 6.864 -1.619 -0.738
H 7.691 -1.926 -2.233
H 6.747 -3.214 -1.404
H 5.016 -3.783 -3.123
H 6.094 -2.807 -4.258
H 4.372 -2.606 -4.131
H 7.195 -0.367 -3.579
C -1.238 -6.145 -1.334
C -1.148 -6.785 0.073
C -1.074 -8.278 -0.248
C 0.164 -6.391 0.756
C 0.208 -5.017 1.466
C -1.041 -4.953 2.347
C -2.348 -5.153 1.552
C -3.446 -5.068 2.633
C -2.601 -3.972 0.597
N -2.270 -6.455 0.932
O -3.521 -6.885 0.414
H -1.753 -5.186 -1.364
H -0.245 -5.868 -1.710
H -1.690 -6.712 -2.148
H -1.021 -8.945 0.622
H -1.900 -8.640 -0.859
H -0.167 -8.526 -0.807
H 0.383 -7.170 1.494
H 0.962 -6.419 0.012
H 1.096 -5.009 2.096
H 0.246 -4.246 0.697
H -1.003 -3.964 2.815
H -1.047 -5.733 3.109
H -3.136 -4.464 3.487
H -3.639 -6.077 3.005
H -4.361 -4.584 2.290
H -2.927 -3.101 1.175
H -3.435 -4.267 -0.047
H -1.788 -3.614 -0.032
H -3.835 -7.398 1.167
C -1.350 -0.115 2.556
C -0.868 0.285 1.165
C -0.116 -0.902 0.540
C -2.071 0.459 0.206
C -2.780 1.802 0.472
C -1.681 2.870 0.369
C -0.476 2.761 1.303
C 0.573 3.732 0.793
C -0.992 3.218 2.682
N 0.044 1.415 1.180
O 1.180 1.131 1.953
H -2.158 -0.858 2.535
H -0.575 -0.639 3.123
H -1.765 0.715 3.126
H 0.138 -0.604 -0.475
H 0.835 -1.142 1.034
H -0.674 -1.822 0.700
H -1.734 0.476 -0.823
H -2.800 -0.253 0.595
H -3.587 2.031 -0.215
H -3.129 1.841 1.502
H -2.174 3.829 0.585
H -1.374 3.017 -0.675
H 1.264 4.037 1.599
H 0.241 4.714 0.453
H 1.273 3.280 0.085
H -1.109 4.295 2.797
H -0.398 2.795 3.502
H -1.973 2.814 2.960
H 1.914 1.321 1.349
O -3.109 0.703 -3.813
C -3.635 -0.400 -3.092
C -3.828 -1.649 -3.939
O -4.870 -1.440 -4.887
H -3.831 1.223 -4.172
H -2.970 -0.738 -2.291
H -4.613 -0.147 -2.663
H -4.088 -2.485 -3.282
H -2.887 -1.878 -4.450
H -4.583 -1.563 -5.790
O -4.988 6.023 1.530
C -5.568 5.024 2.337
C -4.962 3.632 2.133
O -5.500 3.044 0.959
H -5.080 5.723 0.613
H -5.460 5.241 3.407
H -6.663 5.066 2.238
H -5.148 3.019 3.021
H -3.876 3.767 2.124
H -5.877 3.722 0.395
O 5.281 0.825 2.996
C 4.148 1.641 3.252
C 4.281 3.052 2.704
O 4.459 2.994 1.313
H 5.305 0.764 2.027
H 3.201 1.166 3.003
H 4.103 1.764 4.340
H 5.124 3.510 3.235
H 3.398 3.584 3.081
H 4.094 3.807 0.941
O -0.060 -1.191 -5.130
C 0.848 -0.206 -4.626
C 0.321 0.616 -3.471
O -0.505 1.704 -3.860
H -0.713 -0.765 -5.704
H 1.625 -0.867 -4.211
H 1.354 0.446 -5.345
H 1.129 0.893 -2.768
H -0.172 -0.055 -2.737
H -1.414 1.433 -3.623
O 2.696 -1.210 3.264
C 2.972 -2.202 4.212
C 3.677 -3.357 3.565
O 3.796 -4.462 4.452
H 1.864 -0.741 3.373
H 3.528 -1.840 5.092
H 2.085 -2.632 4.708
H 4.630 -3.151 3.052
H 3.167 -3.653 2.629
H 4.727 -4.691 4.466
O -6.881 1.222 -2.146
C -6.396 0.700 -0.919
C -6.633 -0.807 -0.823
O -8.040 -1.100 -0.684
H -7.827 1.354 -2.054
H -5.343 0.864 -0.718
H -7.015 1.132 -0.133
H -6.220 -1.119 0.142
H -6.231 -1.407 -1.640
H -8.379 -1.139 -1.587
O -4.901 4.897 -1.335
C -3.586 5.114 -1.820
C -3.058 3.966 -2.658
O -3.647 3.789 -3.923
H -5.533 5.071 -2.042
H -3.500 6.072 -2.347
H -2.986 5.267 -0.923
H -3.371 3.096 -2.063
H -1.975 4.001 -2.689
H -4.577 3.561 -3.828
O 4.849 6.264 2.124
C 3.915 7.107 2.764
C 2.493 6.671 2.420
O 1.576 7.268 3.332
H 5.621 6.080 2.660
H 4.057 7.044 3.846
H 4.113 8.149 2.489
H 2.508 5.617 2.692
H 2.205 6.979 1.417
H 1.729 8.211 3.442
```

Values from the calculation:
Frontier orbital gap = 8.46 eV
Energy above the lowest of the compared OMol25 structures with the same formula, charge and spin = 2.086 eV
2S+1 = 1
SMILES = CC1(C)CCCC(C)(C)N1O.CC1(C)CCCC(C)(C)N1O.CC1(C)CCCC(C)(C)N1O.OCCO.OCCO.OCCO.OCCO.OCCO.OCCO.OCCO.OCCO

Atomic partial charges in e from the Löwdin method, atoms 1 to 6:
1 C -0.0324
2 C -0.5124
3 C -0.0190
4 C -0.1298
5 C -0.1619
6 C -0.1242

---

Entry 3:
DFT (wB97M-V/def2-TZVPD) results for a molecular structure, C4H5O4Rh.

The geometry in XYZ format:
```
14
Properties=species:S:1:pos:R:3
O -0.602 0.682 1.951
C -0.153 1.684 2.353
O 0.249 2.664 2.795
O -0.802 -0.368 -1.345
C -0.321 -1.350 -2.133
C 0.046 -2.693 -1.623
O 0.114 -3.166 -0.476
C -0.361 -2.526 0.804
Rh -1.089 -0.595 0.467
H 0.620 -1.077 -2.675
H -0.993 -1.630 -2.984
H 0.425 -3.378 -2.396
H 0.519 -2.666 1.447
H -1.096 -3.269 1.149
```

Values from the calculation:
Frontier orbital gap (alpha / beta) = 9.15 / 8.50 eV
⟨S²⟩ = 6.01
Charge = +2
Energy above the lowest of the compared OMol25 structures with the same formula, charge and spin = 0.553 eV
2S+1 = 5

Atomic partial charges in e from the Löwdin method, atoms 1 to 6:
1 O 0.0378
2 C -0.2680
3 O 0.3772
4 O -0.1847
5 C -0.2067
6 C 0.0250

---

Entry 4:
DFT (wB97M-V/def2-TZVPD) results for a molecular structure, C3H6MgO3.

The geometry in XYZ format:
```
13
Properties=species:S:1:pos:R:3
O 1.790 2.615 0.145
C 0.460 2.535 0.101
C -0.168 1.372 -0.170
O 0.605 0.220 -0.125
C -0.290 -1.300 0.098
Mg 2.572 0.861 -0.277
H -0.130 3.455 0.219
H -1.245 1.274 -0.349
H 0.582 -1.955 -0.037
H -0.647 -1.075 1.114
H -0.922 -1.215 -0.800
O -1.397 -3.138 0.436
H -1.207 -3.650 -0.353
```

Values from the calculation:
Frontier orbital gap (alpha / beta) = 6.06 / 6.30 eV
⟨S²⟩ = 0.75
Charge = -1
2S+1 = 2

Atomic partial charges in e from the Löwdin method, atoms 1 to 6:
1 O -0.3731
2 C -0.3764
3 C -0.2714
4 O -0.4362
5 C 0.0027
6 Mg 0.6593

---

no.,F_max (hartree/bohr)
1,0.3088
2,0.0534
3,0.0802
4,0.0200